C21H60N12O11Zn | ωB97M-V/def2-TZVPD

The value obtained for the maximum force is 3.03 eV Å⁻¹. As for the spin multiplicity: 1. For the calculated total energy, the calculation gives -4100.36493 a.u. The value obtained for the relative energy (zero: lowest compared OMol25 entry of this formula, charge and spin) is 27.3 kJ/mol. The HOMO energy comes out at -0.293 Eh.

```
105
Properties=species:S:1:pos:R:3:mulliken_charge:R:1
Zn -1.893 -1.670 0.629 -0.6929
C 0.259 -0.402 0.373 -0.0373
O 1.307 0.163 0.014 2.5908
O 0.141 -1.585 0.938 -1.1636
O -0.935 -0.009 -0.030 0.7820
C 0.750 1.567 -3.320 0.2987
O 1.047 1.934 -4.454 -0.7479
N 1.664 1.652 -2.292 -0.0348
N -0.439 1.030 -2.934 0.0415
H 1.424 1.164 -1.422 -0.7268
H 2.574 2.015 -2.495 0.2083
H -1.075 0.820 -3.681 0.1696
H -0.648 0.900 -1.951 -0.3642
C 4.841 -0.449 0.435 0.4251
O 6.057 -0.443 0.617 -0.7235
N 4.180 0.559 -0.206 -0.1259
N 4.013 -1.403 0.962 -0.2405
H 3.192 0.410 -0.364 -0.1099
H 4.760 1.213 -0.695 0.1961
H 3.025 -1.280 0.812 0.0033
H 4.366 -2.058 1.627 0.1761
C -1.846 -0.492 3.476 0.5250
O -2.424 -0.845 2.418 -0.5103
N -0.517 -0.585 3.629 0.0013
N -2.550 -0.107 4.562 -0.3626
H 0.009 -0.934 2.839 -0.2011
H -0.105 -0.277 4.487 0.1755
H -3.552 -0.084 4.563 0.2472
H -2.076 0.022 5.435 0.1552
C 2.012 -2.521 4.166 0.5583
O 2.217 -1.313 4.222 -0.5519
N 1.465 -3.111 3.061 -0.2122
N 2.268 -3.366 5.205 -0.4503
H 1.216 -2.591 2.215 0.0431
H 1.539 -4.112 3.031 0.1968
H 2.641 -2.915 6.022 0.2645
H 2.331 -4.360 5.115 0.1439
C -1.641 4.136 -0.362 -1.3314
C -2.337 3.219 0.645 0.1929
C -3.482 2.387 0.040 0.3213
O -4.442 3.191 -0.613 -0.4035
C -5.634 2.482 -0.839 -0.4761
N -1.376 2.446 1.422 -0.2356
H -0.857 4.753 0.067 0.3364
H -2.386 4.746 -0.872 0.4422
H -1.196 3.524 -1.157 0.1180
H -2.759 3.940 1.359 0.3586
H -3.819 1.694 0.820 0.2998
H -3.020 1.793 -0.763 -0.2016
H -6.277 3.042 -1.510 0.3203
H -6.163 2.298 0.107 0.2827
H -5.437 1.463 -1.200 0.0076
H -1.789 1.744 2.027 0.1195
H -0.925 1.867 0.709 -0.5495
C -2.941 -2.608 -3.389 -1.4437
C -2.794 -1.970 -1.989 1.6122
C -4.133 -1.890 -1.287 -1.2793
O -3.899 -1.393 0.063 0.4369
C -5.099 -1.403 0.829 -0.8280
N -1.818 -2.718 -1.185 -0.1712
H -2.937 -3.695 -3.333 0.3392
H -2.166 -2.239 -4.056 0.2812
H -3.911 -2.302 -3.793 0.4933
H -2.428 -0.946 -2.096 -0.4690
H -4.522 -2.900 -1.100 0.3626
H -4.824 -1.170 -1.724 0.4300
H -5.450 -2.425 0.992 0.3241
H -5.900 -0.826 0.362 0.2879
H -4.804 -0.928 1.763 0.1488
H -0.944 -2.844 -1.719 0.0225
H -2.168 -3.669 -1.062 0.4246
C 2.512 -1.706 -3.567 -1.1620
C 1.095 -2.344 -3.572 1.8387
C 0.928 -3.304 -4.753 -0.9537
O 1.238 -2.609 -5.929 -0.3095
C 1.339 -3.426 -7.071 -0.8534
N 0.937 -3.065 -2.291 -0.7038
H 2.877 -1.477 -4.566 0.3915
H 3.178 -2.358 -3.006 0.2707
H 2.429 -0.758 -3.033 0.0654
H 0.358 -1.543 -3.619 -0.4090
H -0.137 -3.577 -4.842 0.3023
H 1.480 -4.240 -4.593 0.3562
H 0.996 -2.913 -7.974 0.2583
H 0.821 -4.386 -7.047 0.3378
H 2.408 -3.554 -7.281 0.2933
H 1.725 -3.668 -2.079 0.3896
H 1.024 -2.378 -1.539 -0.1965
C 2.301 3.722 1.061 -1.3329
C 2.882 2.955 2.256 0.7279
C 2.883 3.816 3.518 -0.9997
O 3.526 3.074 4.517 -0.2100
C 3.877 3.837 5.642 -0.8332
N 2.022 1.761 2.469 -0.4325
H 1.319 4.152 1.288 0.2532
H 2.140 3.098 0.181 0.2424
H 2.861 4.599 0.710 0.3978
H 3.883 2.579 2.047 0.4347
H 1.830 4.010 3.782 0.2984
H 3.294 4.807 3.288 0.4209
H 4.714 3.410 6.191 0.2432
H 3.001 3.954 6.294 0.3019
H 4.175 4.865 5.398 0.3280
H 1.068 2.120 2.351 0.2889
H 2.051 1.207 1.605 -0.5661
```


C28H38GeN3OReS2Te | ωB97M-V/def2-TZVPD

Its expectation value of S² is 0.8425. The value obtained for the maximum force is 2.00 eV Å⁻¹. As for the spin multiplicity: 2. For the calculated total energy, the calculation gives -4548.89234 a.u. As for the net charge: -1. The value obtained for the relative energy (zero: lowest compared OMol25 entry of this formula, charge and spin) is 102.9 kJ/mol. The HOMO energy (alpha / beta) comes out at -0.131 / -0.122 Eh.

```
75
Properties=species:S:1:pos:R:3:mulliken_charge:R:1
Re 0.289 0.222 -0.549 0.3967
C -2.848 -0.486 0.732 -0.8976
N -1.545 -0.392 1.385 1.2863
C -1.495 0.759 2.285 -1.0592
C -0.076 0.979 2.805 -1.3082
N 0.825 1.452 1.756 1.2870
C 0.706 2.901 1.587 -1.3270
C 2.218 1.154 2.013 -0.4107
C 2.700 0.874 3.280 -0.3865
C 4.044 0.616 3.501 -0.9336
C 4.934 0.643 2.441 -0.6077
C 4.474 0.925 1.171 -0.7067
C 3.125 1.185 0.933 0.8649
S 2.609 1.553 -0.681 -0.4279
C -1.203 -1.617 2.073 -1.2959
C -2.082 -2.214 2.968 -0.5919
C -1.766 -3.388 3.628 -0.8570
C -0.538 -3.988 3.407 -0.6082
C 0.350 -3.411 2.527 -0.8796
C 0.039 -2.229 1.849 1.7270
S 1.278 -1.598 0.796 -0.5229
H -3.683 -0.516 1.445 0.3886
H -2.986 0.382 0.086 -0.0848
H -2.856 -1.385 0.121 0.2887
H -1.839 1.641 1.734 0.3651
H -2.171 0.626 3.150 0.4426
H -0.111 1.686 3.648 0.3454
H 0.287 0.021 3.187 0.5700
H 1.301 3.212 0.727 0.2739
H -0.330 3.182 1.407 0.3403
H 1.071 3.435 2.478 0.3514
H 2.027 0.853 4.128 0.3394
H 4.388 0.403 4.504 0.3796
H 5.985 0.453 2.608 0.3803
H 5.152 0.945 0.332 0.3990
H -3.048 -1.763 3.157 0.2990
H -2.485 -3.832 4.303 0.3823
H -0.281 -4.914 3.908 0.3562
H 1.312 -3.869 2.346 0.4562
Te -1.035 2.117 -2.007 -0.2350
C -2.457 3.297 -0.887 -0.1910
C -3.796 2.928 -0.882 -0.2214
C -4.753 3.708 -0.262 -0.6203
C -4.387 4.889 0.363 -0.4222
C -3.059 5.286 0.339 -0.4916
C -2.108 4.498 -0.284 -0.2672
H -4.094 2.024 -1.396 0.4038
H -5.792 3.401 -0.271 0.3599
H -5.131 5.503 0.850 0.3706
H -2.769 6.220 0.802 0.3663
H -1.080 4.830 -0.324 0.3992
C -1.484 -4.133 -3.013 -1.3466
C -0.988 -3.431 -1.760 0.7238
N 0.351 -3.438 -1.627 -0.1113
O -1.737 -2.958 -0.930 -0.5922
H -0.875 -5.007 -3.229 0.3827
H -1.419 -3.446 -3.855 0.2338
H -2.522 -4.429 -2.888 0.3573
H 0.948 -3.610 -2.419 0.2383
H 0.746 -2.858 -0.883 -0.0710
C 3.487 -1.044 -2.696 -1.1313
Ge 1.754 -0.629 -3.576 0.6367
C 1.899 1.111 -4.538 -1.2253
C 1.476 -2.009 -5.025 -1.3378
C 0.234 -0.578 -2.338 -0.1353
H 4.092 -1.719 -3.293 0.5103
H 3.304 -1.493 -1.723 0.2219
H 4.038 -0.126 -2.530 0.3668
H 2.661 1.054 -5.312 0.3737
H 2.173 1.883 -3.827 0.3119
H 0.955 1.396 -4.995 0.3590
H 2.275 -1.942 -5.756 0.3791
H 0.536 -1.854 -5.545 0.3531
H 1.475 -3.020 -4.632 0.3684
H -0.688 -0.921 -2.827 0.6687
```


C4H9O2 | ωB97M-V/def2-TZVPD

The value obtained for the maximum force is 3.50 eV Å⁻¹. As for the spin multiplicity: 1. For the calculated total energy, the calculation gives -308.30399 a.u. As for the net charge: -1. The value obtained for the relative energy (zero: lowest compared OMol25 entry of this formula, charge and spin) is 107.4 kJ/mol. The HOMO energy comes out at -0.135 Eh.

```
15
Properties=species:S:1:pos:R:3:mulliken_charge:R:1
C -1.508 1.110 1.627 -1.0061
C -0.682 -0.084 1.100 -0.6575
H -2.624 0.692 1.786 0.1887
H -1.188 1.574 2.533 0.3353
H -1.504 1.830 0.842 0.2969
H -0.239 -0.647 1.891 0.3603
H 0.197 0.391 0.549 0.1014
H -1.335 -0.475 0.323 0.2982
C 1.141 -1.298 -1.325 -0.6522
C 1.413 0.203 -1.736 0.5521
O 2.643 0.484 -1.921 -0.7560
O 0.511 1.062 -1.602 -0.6924
H 2.090 -1.792 -1.268 0.2686
H 0.731 -1.803 -2.242 0.2048
H 0.353 -1.247 -0.556 0.1580
```


C3H7INO | ωB97M-V/def2-TZVPD

The value obtained for the maximum force is 2.88 eV Å⁻¹. As for the spin multiplicity: 1. For the calculated total energy, the calculation gives -545.89805 a.u. As for the net charge: +1. The value obtained for the relative energy (zero: lowest compared OMol25 entry of this formula, charge and spin) is 72.9 kJ/mol. The HOMO energy comes out at -0.458 Eh.

```
13
Properties=species:S:1:pos:R:3:mulliken_charge:R:1
C -0.068 1.708 0.630 -0.3229
C -0.338 1.675 -0.849 -0.3075
C -2.064 0.676 0.105 0.1309
N -1.305 0.954 1.093 -0.0994
O -1.646 1.112 -1.012 -0.3168
I 2.558 -3.361 0.991 -0.1130
H 0.854 1.213 0.888 0.2907
H -0.094 2.605 1.224 0.2832
H -0.472 2.609 -1.286 0.3139
H 0.459 1.222 -1.330 0.3298
H -2.937 0.207 0.366 0.4702
H 3.904 -4.257 1.237 0.1123
H -1.561 0.524 1.954 0.2286
```


C33H53AsN3OsSi | ωB97M-V/def2-TZVPD

The value obtained for the maximum force is 1.25 eV Å⁻¹. As for the spin multiplicity: 1. For the calculated total energy, the calculation gives -4068.58453 a.u. As for the net charge: +3. The value obtained for the relative energy (zero: lowest compared OMol25 entry of this formula, charge and spin) is 0.0 kJ/mol. The HOMO energy (alpha / beta) comes out at -0.635 / -0.634 Eh.

```
92
Properties=species:S:1:pos:R:3:mulliken_charge:R:1
Os -0.078 -0.452 0.666 -0.6375
C 6.770 0.639 -0.465 -1.4984
C 5.728 1.179 -1.467 1.8319
C 5.936 0.514 -2.840 -1.5503
C 5.902 2.691 -1.607 -2.0357
C 4.357 0.803 -0.953 0.4539
C 3.989 -0.541 -0.818 -1.0977
C 2.745 -0.871 -0.357 -0.6059
N 1.819 0.060 -0.010 -0.0787
C 2.170 1.369 -0.092 -0.1335
C 3.405 1.748 -0.563 -0.6011
C 1.167 2.304 0.414 0.3935
C 1.364 3.662 0.488 -0.5342
C 0.407 4.502 1.070 0.3339
C -0.726 3.875 1.575 -0.3098
C -0.872 2.509 1.459 -1.2253
N 0.043 1.716 0.878 0.4140
C 0.640 5.996 1.142 1.6052
C 1.920 6.250 1.960 -1.4602
C 0.827 6.529 -0.290 -1.5141
C -0.529 6.726 1.803 -2.1428
H 7.766 0.890 -0.828 0.4590
H 6.719 -0.445 -0.363 0.3600
H 6.644 1.090 0.520 0.3761
H 6.915 0.800 -3.223 0.4701
H 5.184 0.842 -3.560 0.3779
H 5.914 -0.575 -2.782 0.3385
H 6.894 2.897 -2.004 0.4144
H 5.830 3.203 -0.645 0.4404
H 5.179 3.123 -2.303 0.4513
H 4.679 -1.334 -1.069 0.5580
H 2.454 -1.906 -0.245 0.5732
H 3.645 2.798 -0.621 0.6585
H 2.279 4.088 0.105 0.5688
H -1.509 4.440 2.060 0.6450
H -1.765 2.037 1.847 0.3861
H 2.801 5.802 1.498 0.3299
H 1.826 5.864 2.976 0.3745
H 2.093 7.323 2.022 0.4622
H 1.686 6.079 -0.790 0.3341
H 0.999 7.604 -0.248 0.4585
H -0.062 6.354 -0.899 0.3812
H -0.675 6.413 2.838 0.4083
H -1.461 6.587 1.251 0.4466
H -0.319 7.794 1.816 0.4326
C -3.045 2.395 -1.074 -1.0485
C -3.370 1.055 -0.418 -0.7822
As -2.083 -0.356 -0.778 0.6533
C -1.464 -0.063 -2.595 -0.4111
C -2.565 -0.074 -3.659 -1.4525
C -3.062 -2.027 -0.576 -0.2306
C -4.242 -2.212 -1.527 -1.3048
H -3.882 3.078 -0.930 0.4412
H -2.894 2.299 -2.147 0.3163
H -2.159 2.862 -0.648 0.1339
H -4.315 0.655 -0.789 0.6421
H -3.478 1.137 0.666 0.5154
H -0.710 -0.822 -2.795 0.3312
H -0.954 0.902 -2.555 0.5053
H -2.855 -1.087 -3.924 0.3535
H -2.192 0.409 -4.561 0.4019
H -3.459 0.465 -3.347 0.3511
H -3.397 -2.022 0.465 0.4044
H -2.333 -2.829 -0.685 0.2617
H -4.941 -1.378 -1.501 0.3243
H -4.795 -3.102 -1.226 0.4268
H -3.918 -2.360 -2.554 0.3048
C -1.010 -4.000 3.228 -1.2929
Si -0.246 -2.462 2.577 -0.0623
C -1.404 -0.998 2.626 -0.5442
C 1.417 -2.121 3.297 -0.9282
N -0.024 -2.352 0.729 1.1317
C 0.285 -3.329 -0.185 0.1086
C 0.604 -2.979 -1.518 0.6336
C 0.853 -3.956 -2.452 -1.3431
C 0.804 -5.302 -2.076 -0.5591
C 0.502 -5.665 -0.766 -0.8817
C 0.242 -4.693 0.175 -0.4129
H -1.186 -3.850 4.299 0.4354
H -0.322 -4.844 3.158 0.4662
H -1.966 -4.265 2.775 0.4119
H -1.221 -0.414 3.532 0.5167
H -2.441 -1.344 2.603 0.4233
H -1.500 -0.148 1.863 -0.0713
H 1.373 -2.142 4.388 0.4747
H 1.839 -1.158 2.999 0.3219
H 2.108 -2.912 2.991 0.3690
H 0.661 -1.933 -1.788 0.7059
H 1.097 -3.687 -3.471 0.5164
H 1.006 -6.070 -2.812 0.4651
H 0.466 -6.709 -0.487 0.4938
H -0.014 -4.982 1.184 0.1713
```


- Which value of maximum force does entry 1 give?
  3.03 eV Å⁻¹